Here is C14H19N3O5Sr2 as an isolated structure in a non-equilibrium geometry from the OMol25 dataset. Energies are from the ωB97M-V functional and the def2-TZVPD basis.

## Properties
HOMO level, eV: -17.946
E_LUMO, eV: -15.258
Net charge: +4
Gap between HOMO and LUMO, hartree: 0.0988

Last column: Löwdin charge in e.
Element x y z (Å)
1 N 0.2709 1.5358 2.8515  0.3046
2 H -0.3735 0.9829 2.2636  0.0803
3 H -0.0193 2.4933 2.6424  0.1404
4 H 1.2793 1.3674 2.6836  0.1535
5 H -0.0191 1.2671 3.7890  0.1407
6 Sr -3.6046 -0.0286 4.2633  1.8194
7 Sr -3.3821 3.4679 1.9661  1.7442
8 C -3.2692 -0.2780 -0.1677  -0.0406
9 C -2.2087 0.0854 0.8370  -0.3857
10 O -2.6795 0.8862 1.9741  -0.6692
11 H -2.7971 -1.0234 -0.8077  0.1117
12 H -3.5601 0.6138 -0.7235  0.0731
13 H -4.1877 -0.6651 0.2756  0.0881
14 H -1.4393 0.7422 0.3980  0.0924
15 H -1.5459 -0.7220 1.1778  0.1074
16 C 0.7344 1.9986 -3.6950  -0.0096
17 C -0.4857 1.8473 -4.3469  0.0043
18 C -1.6297 2.2806 -3.6744  0.0424
19 C -1.5305 2.7499 -2.3660  -0.1624
20 C -0.3142 2.7784 -1.7050  -0.0325
21 C 0.8359 2.4462 -2.3888  -0.0345
22 N -2.7477 3.2219 -1.7253  -0.2982
23 O -2.7408 3.4899 -0.4811  -0.2250
24 O -3.7044 3.4473 -2.4089  0.1980
25 H 1.5889 1.7865 -4.3285  0.1361
26 H -0.5324 1.6816 -5.4131  0.1364
27 H -2.5751 2.2794 -4.1992  0.1367
28 H -0.2914 3.1162 -0.6755  0.0976
29 H 1.7773 2.4489 -1.8575  0.1227
30 C 2.9793 -4.8422 -0.0193  -0.0088
31 C 4.0020 -4.4838 0.8453  -0.0171
32 C 3.9032 -3.3148 1.5910  0.0283
33 C 2.7097 -2.6066 1.6493  -0.1519
34 C 1.5715 -3.0608 0.9422  -0.0136
35 C 1.8135 -4.0809 0.0580  -0.0694
36 N 2.6432 -1.3855 2.4286  -0.3247
37 O 1.6024 -0.6999 2.3797  -0.0643
38 O 3.5269 -1.1014 3.1957  0.1450
39 H 3.0788 -5.6666 -0.7082  0.1302
40 H 4.9711 -4.9656 0.8288  0.1302
41 H 4.7535 -2.9025 2.1194  0.1345
42 H 0.5743 -2.6763 1.0838  0.0909
43 H 1.0218 -4.5103 -0.5522  0.1185

Here is a 3-piece molecular cluster, C22H40ClN2O5 overall in a non-equilibrium geometry from the OMol25 dataset. Energies are from the ωB97M-V functional and the def2-TZVPD basis.

## Properties
HOMO level, eV: -11.544
E_LUMO, eV: -4.482
Net charge: +1
Gap between HOMO and LUMO, hartree: 0.2595

Last column: Löwdin charge in e.
Element x y z (Å)
1 C 0.5070 3.3575 2.2244  0.0886
2 C 0.2231 2.8543 1.0311  -0.1014
3 C -0.1990 2.3749 -0.4688  -0.1272
4 C -0.7405 0.8364 -0.3887  -0.2758
5 N 0.4615 -0.0302 -0.7128  -0.0087
6 C 0.1686 -1.4785 -0.4282  -0.2631
7 C 1.2379 -2.3607 -1.2622  -0.1979
8 C 1.7339 -3.7041 -0.4855  -0.6474
9 C 2.6736 -3.3833 0.8022  -0.1390
10 Cl 2.8061 -4.6444 -1.7001  0.5240
11 C -1.3838 -1.8249 -0.7218  -0.1808
12 C -1.4982 -3.3549 -1.3025  -0.1227
13 C -2.2157 -4.4324 -0.6356  0.0350
14 N -2.0458 -0.9422 -1.7498  0.0990
15 C -1.9029 0.5369 -1.5118  -0.1899
16 C -3.2351 1.2766 -0.9849  -0.0260
17 C -4.5577 0.9859 -1.8488  -0.2856
18 O -4.4148 0.5994 -3.0673  0.0748
19 O -5.8345 1.1275 -1.1999  0.0399
20 C -6.1194 -0.0047 -0.3367  -0.3056
21 C -7.4223 -0.9688 -0.5689  0.0100
22 O -5.4017 -0.3110 0.6902  0.0265
23 H 0.3651 3.8879 3.2514  0.0465
24 H -0.9805 3.1183 -0.8647  0.1084
25 H 0.7468 2.4445 -1.1473  0.1342
26 H -1.1942 0.5801 0.6579  0.1602
27 H 1.1567 0.2443 0.0208  0.1348
28 H 0.3533 -1.7308 0.6987  0.1569
29 H 0.9191 -2.5722 -2.3622  0.1087
30 H 2.1948 -1.6958 -1.3581  0.1306
31 H 0.8545 -4.4181 -0.2149  0.0997
32 H 3.7724 -3.1297 0.5015  0.0871
33 H 2.7569 -4.3778 1.4096  0.0950
34 H 2.2174 -2.5973 1.5166  0.0774
35 H -1.9454 -1.7800 0.2990  0.1771
36 H -1.0054 -3.5510 -2.3316  0.1244
37 H -1.7049 -5.2771 -0.0411  0.0856
38 H -3.3738 -4.4463 -0.7724  0.0901
39 H -1.5690 -1.1404 -2.6647  0.2003
40 H -3.0195 -1.2789 -1.8630  0.1783
41 H -1.5770 1.0472 -2.4985  0.1812
42 H -3.0305 2.4233 -1.0792  0.1524
43 H -3.3446 1.0797 0.1479  0.1357
44 H -7.2829 -1.6903 -1.4519  0.0981
45 H -7.6199 -1.5571 0.4180  0.1075
46 H -8.3380 -0.2609 -0.6868  0.1055
47 C 7.3281 -4.3483 -1.4333  -0.0635
48 C 7.1901 -3.6615 -2.7830  -0.4971
49 C 6.4822 -2.3220 -2.6528  -0.0668
50 O 6.4542 -4.5018 -3.6687  -0.0586
51 H 6.3446 -4.5487 -0.9944  0.0675
52 H 7.8279 -5.3149 -1.5435  0.0831
53 H 7.9034 -3.7344 -0.7349  0.0807
54 H 8.1806 -3.5128 -3.2227  0.1412
55 H 5.4692 -2.4521 -2.2563  0.0600
56 H 6.3794 -1.8451 -3.6320  0.0810
57 H 7.0322 -1.6473 -1.9910  0.0802
58 H 5.5744 -4.6396 -3.2874  0.0640
59 C -1.6575 7.1264 3.2339  -0.0624
60 C -1.3464 6.3531 4.5056  -0.4904
61 C -1.1268 7.2889 5.6833  -0.0598
62 O -0.1755 5.5617 4.3045  -0.0981
63 H -0.8266 7.7872 2.9651  0.0844
64 H -1.8012 6.4414 2.3930  0.0759
65 H -2.5605 7.7313 3.3508  0.0836
66 H -2.1689 5.6674 4.7292  0.1410
67 H -0.2774 7.9554 5.5000  0.0845
68 H -0.8926 6.7199 6.5876  0.0829
69 H -2.0140 7.8986 5.8735  0.0846
70 H 0.5593 6.1603 4.1056  0.0999

Here is C3H5NOS as an isolated structure in a non-equilibrium geometry from the OMol25 dataset. Energies are from the ωB97M-V functional and the def2-TZVPD basis.

## Properties
ΔE to the lowest compared entry with this formula, charge and spin, kcal per mole: 118.2
HOMO level (alpha / beta), eV: -8.217 / -8.217
E_LUMO (alpha / beta), eV: 0.092 / 0.091
Gap between HOMO and LUMO (alpha / beta), hartree: 0.3054 / 0.3053

Last column: Löwdin charge in e.
Element x y z (Å)
1 C 0.2286 -0.9790 0.7898  -0.2587
2 C -1.0080 -1.0209 0.3833  -0.0325
3 C 1.2697 -0.1153 0.1607  -0.2068
4 N -1.0561 2.0392 -0.6137  -0.3590
5 O 0.7280 0.4208 -1.0808  -0.4928
6 S -0.7876 0.6467 -1.3644  0.9120
7 H 0.5984 -1.6295 1.5850  0.1068
8 H -1.7757 -1.8012 0.6455  0.0631
9 H 1.4932 0.6180 0.8765  0.0990
10 H 2.1045 -0.8221 -0.2907  0.1708
11 H -1.7951 2.6435 -1.0912  -0.0018